Model P:
10
Properties=species:S:1:pos:R:3 method="wB97M-V/def2-TZVPD" smiles="Nc1nnc(=O)on1" lumo_ev=-1.52 homo_lumo_gap_ev=8.07 homo_energy_ev=-9.59
O -1.814 0.140 0.642
N -1.088 -0.061 -0.636
N 1.162 -0.493 -1.646
H 2.034 -1.002 -1.330
N 0.429 0.298 1.551
C 0.228 -0.127 -0.595
O -1.525 0.834 2.632
H 0.710 -0.343 -2.714
C -1.035 0.557 1.625
N 0.900 0.198 0.470

Model Q:
10
Properties=species:S:1:pos:R:3 method="wB97M-V/def2-TZVPD" smiles="[H]/N=c1/nnc(=O)[nH]o1" lumo_ev=-1.22 homo_lumo_gap_ev=8.97 homo_energy_ev=-10.19
H 1.216 1.935 -0.094
H -3.001 0.318 0.376
O 2.712 -0.323 -0.024
N 0.865 -1.411 0.017
N -0.337 -1.489 -0.220
C -1.111 -0.222 -0.075
N 0.932 0.898 -0.130
O -0.503 0.983 -0.075
C 1.541 -0.258 0.175
N -2.314 -0.431 0.051

Last place for stability: model P

Model P:
8
Properties=species:S:1:pos:R:3 method="wB97M-V/def2-TZVPD" smiles="O=CN1C=C1" lumo_ev=0.51 homo_lumo_gap_ev=9.21 homo_energy_ev=-8.70
O -2.164 -0.356 -0.235
H -1.362 1.617 0.234
C 0.813 -1.042 -0.028
C 1.327 0.163 -0.134
H 1.897 0.935 -0.571
N -0.021 0.203 0.389
H 0.831 -2.016 0.350
C -1.321 0.497 -0.005

Model Q:
8
Properties=species:S:1:pos:R:3 method="wB97M-V/def2-TZVPD" smiles="C=C=O.C#N" lumo_ev=0.84 homo_lumo_gap_ev=10.32 homo_energy_ev=-9.47
N -0.363 -1.725 1.464
C 0.106 0.826 -0.895
O 0.239 0.210 -1.882
C 0.006 -2.001 0.406
H 0.347 -2.229 -0.585
H 0.351 2.482 0.337
H -0.559 0.985 1.043
C -0.050 1.484 0.227

Last place for stability: model P

Model P:
8
Properties=species:S:1:pos:R:3 method="wB97M-V/def2-TZVPD" smiles="Cc1nc1=O" lumo_ev=0.30 homo_lumo_gap_ev=9.93 homo_energy_ev=-9.62
O 2.703 0.846 -0.211
C 0.267 -0.008 0.105
N 1.116 -0.994 0.454
H -1.727 0.208 0.916
H -1.589 0.717 -0.724
C -1.165 -0.006 -0.042
H -1.309 -0.939 -0.504
C 1.704 0.176 0.006

Model Q:
8
Properties=species:S:1:pos:R:3 method="wB97M-V/def2-TZVPD" lumo_ev="0.14 / 0.16" homo_lumo_gap_ev="9.04 / 8.99" homo_energy_ev="-8.90 / -8.82"
C 0.745 0.986 0.510
H 0.963 -1.782 -0.940
N 0.190 -1.472 -0.343
H 1.555 1.319 0.997
C 0.154 -0.147 -0.037
H -0.630 -2.045 -0.725
C -0.545 1.035 0.253
O -2.432 2.105 0.285

Last place for stability: model Q

Model P:
8
Properties=species:S:1:pos:R:3 method="wB97M-V/def2-TZVPD" smiles="OCC1=C=N1" lumo_ev=0.47 homo_lumo_gap_ev=10.24 homo_energy_ev=-9.77
C 2.859 1.398 0.744
O 0.489 0.102 1.691
H 0.244 -0.682 -0.245
N 2.909 0.951 -0.577
C 1.827 0.764 0.068
H 1.126 -0.483 1.987
C 0.547 0.188 0.347
H -0.248 0.930 0.258

Model Q:
8
Properties=species:S:1:pos:R:3 method="wB97M-V/def2-TZVPD" smiles="O=C[C@H]1C=N1" lumo_ev=0.22 homo_lumo_gap_ev=10.21 homo_energy_ev=-9.99
H -0.082 1.201 0.964
C -1.270 0.227 -0.754
C 1.082 -0.436 0.385
N -1.522 -0.508 0.205
H -1.167 0.630 -1.748
H 1.188 -1.379 -0.371
C -0.251 0.239 0.325
O 2.022 0.028 0.995

Model R:
8
Properties=species:S:1:pos:R:3 method="wB97M-V/def2-TZVPD" smiles=c1cnoc1 lumo_ev=0.52 homo_lumo_gap_ev=9.73 homo_energy_ev=-9.21
H -0.822 -1.851 -0.774
H 0.171 -0.800 1.862
C 0.588 0.923 0.331
H 1.195 1.807 0.572
C -0.752 -0.833 -0.338
O -0.599 -0.034 -1.375
C 0.097 -0.255 0.882
N 0.123 1.042 -1.160

Last place for stability: model P

Model P:
21
Properties=species:S:1:pos:R:3 method="wB97M-V/def2-TZVPD" smiles="CN(C)C=O.O.O.O" lumo_ev=0.49 homo_lumo_gap_ev=10.13 homo_energy_ev=-9.65
H -3.544 1.998 -2.186
H 4.109 -3.005 0.162
H 0.094 0.860 2.891
H -1.208 0.205 1.829
C 0.309 -0.277 -0.148
H 1.081 -1.033 -0.083
O 2.745 0.786 0.369
C 1.795 1.151 1.032
H 3.203 -1.801 0.559
N 0.504 0.813 0.784
O 3.226 -2.640 0.062
C -0.410 0.923 1.920
H -2.780 -0.915 -1.172
H 0.393 0.066 -1.184
H -0.906 1.899 1.946
O -2.730 1.630 -2.569
O -2.823 -1.860 -1.357
H -1.901 -2.111 -1.486
H -0.642 -0.794 -0.024
H 1.922 1.833 1.888
H -2.434 2.270 -3.231

Model Q:
21
Properties=species:S:1:pos:R:3 method="wB97M-V/def2-TZVPD" smiles="CNCC=O.O.O.O" lumo_ev=0.60 homo_lumo_gap_ev=10.36 homo_energy_ev=-9.76
H -0.704 0.623 -1.798
H -0.030 2.361 -0.656
H 0.816 0.342 -2.182
H 0.307 0.495 3.064
H -0.828 3.644 -0.362
H 1.921 -0.760 1.246
C 0.979 -0.827 0.713
N -0.234 -0.834 1.510
O 1.955 -2.200 -0.994
H 0.824 -0.016 0.023
H -0.288 -1.594 2.181
O -0.631 2.768 -0.013
H -1.376 0.345 2.728
H -0.278 1.299 1.592
H -1.576 1.425 -0.567
C 1.063 -2.034 -0.199
H 0.306 -2.821 -0.031
H -1.746 -0.092 -0.120
C -0.410 0.442 2.235
O -1.981 0.557 -0.802
O 0.080 0.944 -2.325

Last place for stability: model Q

Model P:
10
Properties=species:S:1:pos:R:3 method="wB97M-V/def2-TZVPD" smiles=CC(N)(Cl)Cl lumo_ev=0.78 homo_lumo_gap_ev=10.79 homo_energy_ev=-10.01
C -0.418 0.130 0.069
H 0.627 -0.463 1.839
H 0.841 0.799 -1.332
H 0.103 -0.681 -1.862
H -0.044 0.835 2.065
N 0.181 0.218 1.263
Cl -1.769 -1.379 -0.069
Cl -1.458 1.521 -0.261
H 1.406 -0.776 -0.637
C 0.530 -0.204 -1.074

Model Q:
10
Properties=species:S:1:pos:R:3 method="wB97M-V/def2-TZVPD" lumo_ev="-1.01 / 0.27" homo_lumo_gap_ev="6.74 / 9.87" homo_energy_ev="-7.75 / -9.61"
Cl 2.185 -0.381 -0.392
H 1.546 -1.376 1.519
H -0.591 1.959 -0.051
H -0.415 -0.284 1.213
N 1.347 -1.429 0.563
H 0.491 0.787 -0.663
Cl -1.925 -1.263 -0.430
H -0.992 0.934 -1.483
C -0.602 1.055 -0.572
C -1.044 -0.003 0.297

Last place for stability: model Q

Model P:
107
Properties=species:S:1:pos:R:3 method="wB97M-V/def2-TZVPD" charge=-1 lumo_ev=-0.21 homo_lumo_gap_ev=6.36 homo_energy_ev=-6.57
H -1.965 4.677 -4.226
H -3.627 -0.711 4.540
H -3.479 -4.462 1.625
H 1.661 -0.432 2.635
H 2.701 1.839 -3.739
O -1.163 -2.563 1.990
H 1.653 4.936 4.021
H -2.816 -0.417 -5.444
O 2.319 -1.576 -3.535
F -1.094 -0.558 -2.272
H 2.663 0.986 2.804
H -1.924 3.279 2.959
H -3.417 5.965 -6.513
H 3.880 0.836 -2.884
C -3.267 -3.467 -0.794
C 4.907 0.012 -5.108
H -3.083 4.574 3.110
As 0.036 0.125 -1.131
O -2.138 0.015 2.595
H -3.524 6.284 -4.722
H -1.153 0.097 -4.876
H 0.695 -1.209 6.369
H -4.924 5.795 -5.599
H -2.787 0.058 -3.935
H 4.775 3.406 -4.330
H -3.742 -2.443 4.968
C -0.787 -4.658 3.509
H -1.555 4.979 -0.175
C -4.283 -3.784 1.328
H 3.238 0.342 5.076
V 0.664 -4.591 -1.142
H 1.879 -2.478 6.803
H -1.844 4.684 5.096
O -3.553 -0.271 0.521
S 3.325 -4.453 0.174
C -1.817 4.312 0.646
F 6.434 -0.063 -6.859
C 4.174 -0.667 1.514
C -4.114 -1.652 4.315
C 1.004 4.125 3.662
H -1.189 3.426 0.510
H -5.756 -2.519 2.249
H 5.083 -1.183 1.199
H -4.108 -3.859 -1.376
F 5.252 -1.810 -6.548
H -2.614 -4.325 -0.609
H -1.445 2.338 -3.748
O 2.307 -1.447 5.123
C 3.741 1.540 -3.703
O 5.553 -0.442 -4.199
O 4.545 -4.469 -0.647
O 4.208 -1.517 -1.754
O -3.880 -2.068 2.964
C -1.202 4.775 4.217
O -0.495 -3.806 -1.918
H -1.656 3.995 -5.790
V -2.642 -1.027 1.513
O 2.594 -5.716 -0.018
F 4.332 -0.041 -7.409
H -0.903 5.820 4.069
H 4.299 0.399 1.283
H -2.839 3.950 0.519
H 1.651 3.250 3.751
H 4.520 3.169 -2.580
C -2.364 2.545 -4.310
F -0.949 1.519 -0.949
H 2.291 -0.828 7.132
O 3.576 -4.107 1.552
O -0.119 3.918 4.495
C -3.841 5.643 -5.556
H 1.466 0.461 4.914
F 1.022 -1.350 -1.356
O 3.731 -0.763 2.834
F -0.915 -0.609 0.199
V 2.944 -2.303 -2.279
O 0.344 -6.160 -1.342
H -2.727 -2.721 -1.372
S -0.112 -3.569 2.142
O 2.384 -3.443 -0.468
O 3.960 0.905 -4.980
H -5.083 -4.373 0.866
F 1.248 0.593 0.019
F -0.528 -4.148 4.680
C -2.220 0.292 -4.848
C 2.347 -0.120 4.627
H -5.194 -1.600 4.470
C -4.826 -3.029 2.509
O 1.114 -2.992 2.626
H 0.789 4.316 2.613
O -2.617 1.571 -5.304
H -3.124 2.534 -3.518
C 4.741 2.672 -3.529
O -3.758 -2.867 0.393
H 3.494 -1.071 0.745
O -3.658 4.286 -5.292
H 5.734 2.263 -3.332
O -1.424 4.971 1.841
F 0.948 0.872 -2.427
C -2.014 4.374 2.976
C 1.757 -1.465 6.417
F -2.092 -4.851 3.376
F -0.185 -5.828 3.446
C -2.337 3.922 -4.934
C 5.214 -0.483 -6.519
C 2.558 -0.054 3.137
O 0.089 -4.409 0.984
H -4.976 -3.819 3.251

Model Q:
107
Properties=species:S:1:pos:R:3 method="wB97M-V/def2-TZVPD" charge=-1 lumo_ev=-0.39 homo_lumo_gap_ev=5.80 homo_energy_ev=-6.20
C -5.607 -3.894 -0.384
C -4.444 2.285 -4.193
H -3.092 -0.903 3.684
H -2.429 1.606 -3.905
O 2.972 -3.377 1.590
O 3.712 1.711 -0.154
H -0.047 4.159 -1.574
O 0.216 1.981 -4.409
O 4.852 0.752 -3.871
V 0.755 0.493 -4.318
H -1.487 4.245 2.518
O 2.666 0.854 -3.162
H -3.686 -2.863 -0.746
C 0.995 3.934 -1.803
H -2.863 3.150 2.800
O 2.482 -2.369 -2.575
H 5.210 -2.823 3.823
C -2.724 0.951 -6.515
F -0.643 1.179 -0.586
C -2.356 -4.555 -1.853
H 2.086 3.948 2.708
F 5.995 -0.856 1.731
C 2.935 -3.885 0.273
O 3.454 -1.707 3.661
H -3.357 3.224 5.425
As -0.686 -0.614 -0.764
C -3.389 1.149 -4.145
F 0.653 -0.752 0.490
H 4.910 -2.822 1.590
H -8.024 -5.255 0.080
O 1.762 4.249 -0.623
H -6.130 -3.831 -1.338
H 4.430 3.703 3.285
O 3.367 2.249 -4.961
H 4.595 -4.463 2.178
S 4.147 0.317 0.100
O 4.794 -1.905 -3.621
F -2.044 -0.455 -1.975
C -2.333 2.863 5.331
S 3.761 1.701 -3.654
H -1.943 -5.526 -2.124
H -1.802 2.942 6.280
O -0.423 -0.554 -4.486
O -1.546 3.604 4.461
H -4.473 2.747 -3.206
H -3.582 0.342 -3.439
F -1.675 0.065 -8.456
F -0.530 -2.400 -1.129
V 1.764 -1.382 2.307
H -1.704 -4.575 -0.979
F 5.849 1.413 1.896
H 3.650 -3.675 4.212
O -5.975 -5.053 0.334
H -2.264 -3.787 -2.621
C -3.444 0.039 3.263
H 3.869 -1.708 5.673
H 5.588 4.547 2.221
O -1.950 1.887 -6.468
H -2.770 0.216 2.425
O -3.379 0.484 -5.443
C -2.915 0.319 -7.856
F -3.657 -0.778 -7.713
H -2.841 4.824 3.304
H -3.631 -3.990 0.495
H 3.010 -0.213 5.137
O 1.294 -0.082 3.086
H -2.466 0.728 5.832
H 1.549 2.588 0.776
O 3.743 4.191 1.389
H -1.491 1.190 4.483
O -3.543 1.264 4.048
H -5.454 2.018 -4.505
C -2.455 1.376 4.955
H -7.261 -5.913 1.525
F 0.457 -0.292 -2.122
H 3.083 -4.964 0.307
C -4.058 -3.857 -0.499
F 6.808 0.529 0.111
C 2.327 4.299 1.705
C 5.802 0.350 1.059
H 4.726 -0.520 4.737
C 1.423 3.667 0.686
F -3.526 1.227 -8.596
C -2.233 3.921 3.244
F -1.793 -0.953 0.534
O 0.714 -2.486 2.533
C -7.254 -5.074 0.830
C 4.153 -2.940 3.584
O 4.320 -0.366 -1.140
H -4.065 3.123 -4.779
H 1.193 4.314 -2.805
H 1.973 -3.650 -0.182
H -4.421 -0.102 2.801
H 1.032 2.890 -2.112
C 4.550 4.499 2.549
H 4.382 5.485 2.982
O -3.626 -4.860 -1.426
H 2.104 5.363 1.637
H 3.733 -3.526 -0.377
H -6.004 -3.045 0.172
O 3.247 -0.336 1.047
C 3.745 -0.975 4.877
H 0.368 3.843 0.897
C 4.236 -3.434 2.189
H -7.476 -4.233 1.487
O 4.077 2.765 -2.697
V 3.454 -1.181 -3.053

Last place for stability: model Q

Model P:
17
Properties=species:S:1:pos:R:3 method="wB97M-V/def2-TZVPD" charge=-1 multiplicity=2 lumo_ev="3.30 / 3.21" homo_lumo_gap_ev="2.20 / 6.72" homo_energy_ev="1.10 / -3.50"
H -1.076 1.305 -1.060
O 5.323 -0.501 -2.454
H 4.781 -0.107 -1.754
H -2.045 0.539 2.261
H -2.518 1.279 0.708
H -3.401 -0.507 -2.877
H -3.865 0.412 -3.852
H 1.576 -0.456 5.650
C -0.464 0.433 -0.677
C -1.861 0.455 1.216
N -0.822 -0.076 0.587
O -3.364 0.448 -3.061
H 1.037 -1.956 5.525
H 0.629 0.595 -0.717
H 5.054 -0.088 -3.252
H -0.622 -0.514 -1.394
O 1.640 -1.259 5.152

Model Q:
17
Properties=species:S:1:pos:R:3 method="wB97M-V/def2-TZVPD" charge=-1 multiplicity=2 lumo_ev="3.58 / 0.64" homo_lumo_gap_ev="7.01 / 4.07" homo_energy_ev="-3.44 / -3.42"
H 2.669 0.453 -0.971
C 1.086 -0.948 -0.324
H -0.920 0.055 0.440
H -1.666 -0.599 -0.931
H 0.362 -1.572 -0.798
O -0.617 1.895 1.275
H 1.008 0.826 3.004
O 0.811 0.218 2.264
H -0.081 1.137 1.599
H 1.592 -1.328 0.641
C 1.571 0.035 -0.995
H -1.761 -1.305 0.527
H 0.909 0.203 -1.936
H -1.393 -0.716 -3.303
O -0.983 -0.428 -2.513
H -0.892 2.555 1.984
N -1.694 -0.481 0.038

Model R:
17
Properties=species:S:1:pos:R:3 method="wB97M-V/def2-TZVPD" charge=-1 multiplicity=2 lumo_ev="3.08 / 3.02" homo_lumo_gap_ev="2.88 / 7.19" homo_energy_ev="0.20 / -4.17"
H -3.052 -0.062 -0.445
H -1.934 0.493 1.235
H -0.649 0.028 -2.270
H 1.543 0.842 -0.689
O 4.059 -2.952 3.140
H 0.712 2.247 -1.338
H -0.306 1.106 1.914
O -3.537 0.197 -1.247
N -0.547 1.015 -0.226
H 1.281 2.068 0.356
O -0.833 -0.268 -3.191
H -2.753 0.281 -1.822
C 0.724 1.580 -0.472
H -1.096 -1.182 -3.018
H 4.112 -2.925 4.109
C -0.918 0.837 1.052
H 3.192 -3.303 2.912

Last place for stability: model Q

Model P:
16
Properties=species:S:1:pos:R:3 method="wB97M-V/def2-TZVPD" lumo_ev=0.23 homo_lumo_gap_ev=9.22 homo_energy_ev=-8.99
H 0.201 1.818 -0.836
H 0.315 1.510 1.464
O -1.712 -2.089 0.831
C 0.796 0.747 0.955
O -2.523 1.907 -0.088
H -3.311 -0.632 0.764
C 0.245 0.808 -0.502
O -0.592 -2.334 -1.098
C -1.212 -1.660 -0.189
C -1.131 0.191 -0.512
H -0.346 -3.282 -0.895
O -3.411 -0.137 -0.051
H 0.527 -0.151 1.440
H 1.871 0.896 0.922
N -2.284 0.719 -0.234
H 0.992 0.204 -1.117

Model Q:
16
Properties=species:S:1:pos:R:3 method="wB97M-V/def2-TZVPD" smiles="C#C[N+](=O)[O-].CCOO" lumo_ev=-0.97 homo_lumo_gap_ev=8.60 homo_energy_ev=-9.57
H 3.549 0.167 -1.414
H -1.106 -1.491 -1.791
N 2.329 1.860 1.503
O -0.783 0.913 -0.450
C -1.894 -1.161 -1.095
C 3.364 0.639 -0.522
H -0.738 -1.531 0.699
H -1.039 1.666 -0.044
H -1.938 -2.772 0.146
C -1.621 -1.751 0.295
H -2.317 -1.068 0.909
O 1.944 3.006 1.334
O 2.310 1.194 2.520
C 2.833 1.177 0.404
O -1.989 0.329 -0.956
H -2.905 -1.176 -1.539

Last place for stability: model Q

Model P:
16
Properties=species:S:1:pos:R:3 method="wB97M-V/def2-TZVPD" smiles="CC(=O)C(N)=O.O=CO" lumo_ev=0.73 homo_lumo_gap_ev=9.73 homo_energy_ev=-8.99
H -0.948 2.752 0.772
O 1.140 1.289 0.737
C -0.457 -0.649 0.802
H 0.176 -2.058 2.156
H 1.379 -0.854 1.697
O -1.578 -1.065 0.580
O 0.351 0.345 -1.786
C -1.147 1.839 0.204
H 2.112 -0.513 -1.113
N 0.460 -1.266 1.598
O 0.846 -1.859 -1.934
C 1.098 -0.620 -1.513
C 0.050 0.946 0.323
H -0.081 -1.863 -2.241
H -2.094 1.429 0.550
H -1.305 2.145 -0.832

Model Q:
16
Properties=species:S:1:pos:R:3 method="wB97M-V/def2-TZVPD" smiles="N[C@@H](CC(=O)O)C(=O)O" lumo_ev=0.42 homo_lumo_gap_ev=10.51 homo_energy_ev=-10.09
H 0.422 0.814 1.217
C -1.067 -0.908 -0.186
H 2.160 -2.084 -0.120
H 1.030 1.789 -0.232
O -1.126 -1.821 -1.033
C 1.896 -0.200 -0.091
N -1.631 1.531 -0.238
O 3.112 0.060 -0.014
O 1.537 -1.369 -0.022
O -1.383 -1.101 1.151
C -0.617 0.452 -0.584
H -1.669 -2.035 1.084
H -1.939 1.312 0.693
C 0.800 0.765 0.132
H -1.082 2.377 -0.136
H -0.444 0.418 -1.621

Model R:
16
Properties=species:S:1:pos:R:3 method="wB97M-V/def2-TZVPD" lumo_ev=-0.19 homo_lumo_gap_ev=9.50 homo_energy_ev=-9.69
H -1.027 0.945 -0.871
O -0.421 1.838 -1.148
C 0.076 -1.280 -1.028
H 1.646 0.163 -0.723
N -0.882 0.024 1.667
O 0.717 2.844 0.550
O -1.079 -0.844 -1.327
C 0.266 0.588 0.928
C 0.091 1.880 0.187
H 1.602 -1.125 0.686
O 0.537 -2.436 -1.628
C 1.006 -0.431 -0.039
H 1.121 0.769 1.719
H -1.530 -1.227 1.150
H -0.364 -2.609 -2.009
H -1.759 0.899 1.886

Last place for stability: model R